# 1
C6H22F18MgN3O23S6 | the ωB97M-V functional and the def2-TZVPD basis

Each line ends with the Löwdin spin population.
Cartesian coordinates (Å):
O  3.303  5.913  -0.981  0.000
H  -6.099  -0.873  -0.154  0.000
O  1.766  6.883  0.682  0.000
H  4.010  -3.767  2.143  0.001
H  1.305  -0.377  -6.714  0.000
S  0.587  1.998  3.926  0.000
H  -0.163  -7.028  2.469  0.001
O  1.903  1.776  -0.278  0.001
O  -1.443  -2.565  -5.576  0.007
F  0.841  0.459  -2.339  0.000
F  0.189  5.013  -2.043  0.000
H  0.061  -4.445  4.628  0.000
O  2.182  -1.257  0.069  0.005
H  -2.154  0.300  -4.117  0.000
F  -3.275  -3.517  -0.857  0.002
F  4.719  4.306  0.237  0.000
O  -0.501  -2.835  1.669  0.002
C  -0.393  0.380  3.526  0.000
H  1.769  -5.657  1.207  0.008
O  -0.880  2.487  0.491  0.000
H  2.527  -4.402  0.833  0.005
F  3.888  3.079  1.796  0.000
O  -1.954  2.341  5.189  0.000
H  -1.898  -1.955  -4.996  0.000
C  0.965  -0.827  -2.370  0.003
S  0.861  -1.523  -0.499  0.023
H  0.187  -3.720  -3.179  0.028
N  1.470  4.196  0.308  0.000
S  -0.767  -3.466  0.377  0.034
H  -3.840  -0.167  -2.659  0.000
F  -0.750  -0.178  4.739  0.000
S  2.020  5.837  -0.267  0.000
O  -0.993  -4.936  0.467  0.035
C  -2.376  -2.664  -0.433  0.004
O  1.973  -5.090  0.464  0.107
O  0.816  -0.868  -6.054  0.003
F  -0.016  -1.335  -2.958  0.005
N  0.562  -3.156  -0.756  0.026
F  1.250  6.773  -2.675  0.000
Mg  1.340  -4.705  -1.499  0.486
H  4.086  -2.458  1.385  0.001
H  -4.382  1.024  -3.419  0.000
H  -0.855  2.472  -0.466  0.000
H  -1.673  0.695  -5.497  0.000
O  0.641  -4.182  3.914  0.003
H  1.328  -3.899  -4.158  0.021
F  -1.456  6.066  4.232  0.000
H  0.078  -3.689  3.316  0.001
F  -1.994  5.116  6.147  0.000
H  0.674  -0.241  -5.345  0.000
O  -1.790  -0.063  -4.925  0.001
F  4.700  2.114  0.113  0.000
O  0.729  2.188  5.317  0.000
O  1.120  -3.928  -3.224  0.155
C  -1.248  5.037  5.021  0.000
C  0.705  6.110  -1.625  0.000
F  -0.243  6.791  -1.169  0.000
O  -1.063  -7.274  2.252  0.004
C  4.032  3.217  0.519  0.000
O  -3.736  0.780  -2.757  0.000
F  -2.042  -2.044  -1.502  0.003
S  2.347  3.157  -0.468  0.000
H  -5.149  -2.047  -0.057  0.000
F  2.023  -1.247  -3.064  0.007
O  1.840  1.788  3.173  0.000
O  3.712  -3.338  1.340  0.008
H  -0.566  -2.195  -5.674  0.001
H  -1.124  1.596  0.739  0.000
H  -1.448  -6.477  1.887  0.000
N  -0.183  3.153  3.241  0.000
O  2.556  3.469  -1.901  0.000
F  -1.455  0.646  2.698  0.000
O  -2.761  3.589  3.226  0.000
O  -6.032  -1.767  0.182  0.000
O  -0.257  -0.691  -0.016  0.004
F  -2.945  -1.765  0.404  0.001
F  0.032  4.992  5.349  0.000
S  -1.628  3.349  4.148  0.000
F  0.437  -0.470  2.848  0.001

Results
⟨S²⟩ ... 0.750
Net charge ... -2
2S+1 ... 2
LUMO (alpha / beta) ... 3.0 / 2.8 eV
Gap between HOMO and LUMO (alpha / beta) ... 4.826 / 6.944 eV
HOMO level (alpha / beta) ... -0.06876 / -0.15288 Ha

=====

# 2
C6H22N8O6Zn | the ωB97M-V functional and the def2-TZVPD basis

Each line ends with the natural charge from an NBO analysis.
Cartesian coordinates (Å):
C  1.727  -2.348  1.197  0.816
N  3.321  1.070  -1.894  -0.811
C  -2.071  2.312  -1.220  0.807
H  -3.081  3.042  -2.895  0.413
H  2.880  -3.633  0.006  0.412
H  0.053  -1.097  -3.155  0.418
H  -1.714  -3.760  -0.629  0.427
H  4.070  2.401  0.048  0.414
H  2.098  -2.324  -0.795  0.411
O  -0.006  1.472  1.969  -0.798
H  0.663  2.136  2.148  0.513
N  1.958  -3.069  2.314  -0.800
C  -2.194  0.556  2.623  -0.097
O  -1.361  1.385  -0.804  -0.789
C  -0.869  -2.263  -1.723  0.806
H  -0.890  1.712  3.853  0.215
H  2.558  -3.874  2.250  0.407
H  2.766  2.148  1.100  0.398
H  -1.196  -4.152  -2.285  0.409
H  -3.183  0.999  2.534  0.208
H  4.225  1.502  -1.986  0.406
H  -1.617  2.622  2.478  0.177
N  -1.338  -3.512  -1.524  -0.804
N  3.207  1.916  0.232  -0.805
N  -0.336  -1.997  -2.948  -0.830
O  -1.922  -0.321  1.507  -0.786
H  -3.081  4.045  -0.786  0.411
Zn  -0.205  0.093  0.458  1.766
H  1.599  -2.810  3.214  0.425
H  3.115  0.298  -2.499  0.412
H  -2.220  1.566  -3.077  0.415
H  -0.424  -2.654  -3.706  0.405
N  -2.442  2.368  -2.513  -0.803
O  1.017  -1.338  1.186  -0.808
H  -2.765  -0.674  1.207  0.526
C  -1.165  1.688  2.804  -0.083
H  -2.175  -0.064  3.520  0.199
H  -1.985  3.481  0.442  0.402
N  -2.480  3.330  -0.415  -0.819
C  2.591  1.219  -0.750  0.810
O  -0.898  -1.379  -0.860  -0.793
N  2.307  -2.808  0.058  -0.820
O  1.461  0.715  -0.681  -0.780

Results
Net charge ... +2
LUMO ... -5.0 eV
Gap between HOMO and LUMO ... 10.882 eV
HOMO level ... -0.58339 Ha

=====

# 3
C6H22NO7 | the ωB97M-V functional and the def2-TZVPD basis

Each line ends with the natural charge from an NBO analysis.
Cartesian coordinates (Å):
C  0.015  -1.902  -1.378  -0.105
H  1.841  0.415  -1.995  0.124
H  -0.017  -2.319  -2.388  0.215
H  -3.550  -0.226  -0.682  0.476
H  -1.740  0.545  -1.873  0.239
N  0.591  -2.939  -0.599  -0.442
H  -2.595  -1.339  -0.381  0.492
H  -0.254  2.507  -2.216  0.210
H  1.513  1.457  0.407  0.498
H  2.259  -0.811  -3.044  0.460
C  -0.645  0.410  -1.894  -0.451
H  0.797  -4.019  1.121  0.159
O  2.424  -1.745  -3.257  -0.942
C  0.111  1.687  -1.580  -0.437
H  -2.858  0.590  2.191  0.451
O  -3.156  -1.002  -1.097  -0.958
H  -0.937  1.873  3.308  0.498
H  2.625  1.195  2.571  0.468
H  0.208  2.860  3.248  0.478
H  -1.597  -0.167  2.031  0.498
O  -2.664  -0.275  1.800  -1.078
H  -0.704  -0.133  3.606  0.450
H  -0.548  0.130  -2.943  0.203
H  2.166  -2.102  -2.387  0.479
H  0.086  2.021  -0.544  0.215
C  -0.408  -0.728  -0.882  -0.195
H  -0.332  -0.350  0.132  0.240
O  -0.438  0.256  2.762  -1.209
O  2.196  1.511  -0.305  -0.756
H  1.040  0.753  2.427  0.526
O  -0.698  2.791  3.603  -1.017
C  0.203  -3.262  0.552  -0.046
H  2.255  2.171  -2.106  0.169
H  -0.563  -2.716  1.109  0.166
C  1.624  1.405  -1.600  -0.049
O  1.749  1.459  2.282  -1.033

Results
Net charge ... -1
LUMO ... 3.3 eV
Gap between HOMO and LUMO ... 9.259 eV
HOMO level ... -0.21935 Ha

=====

# 4
C6H22O5 | the ωB97M-V functional and the def2-TZVPD basis

Each line ends with the natural charge from an NBO analysis.
Cartesian coordinates (Å):
H  -2.743  0.509  3.537  0.162
H  -0.121  0.273  -3.445  0.156
H  3.324  1.843  -3.724  0.469
H  -2.234  -0.474  -4.215  0.461
O  -1.952  -0.731  -3.334  -0.713
O  -0.213  -2.205  1.987  -0.704
H  -1.358  3.858  1.469  0.462
C  -3.150  -0.461  3.253  -0.259
H  -0.001  2.385  2.954  0.174
H  -4.098  -0.145  1.596  0.469
H  2.664  -0.318  -2.244  0.171
O  3.562  0.915  -3.656  -0.724
O  -3.315  -0.630  1.867  -0.727
H  1.982  -0.933  -0.110  0.204
H  1.322  -3.150  1.127  0.178
H  2.973  1.199  -1.542  0.174
H  1.479  -0.363  1.407  0.208
H  0.462  -0.208  0.096  0.206
H  1.092  2.356  1.506  0.189
O  -0.403  3.952  1.438  -0.725
C  1.121  -0.944  0.558  -0.665
H  -4.060  -0.766  3.769  0.171
H  0.111  -2.822  0.052  0.149
H  -0.875  -1.555  1.740  0.472
H  -2.409  -1.195  3.568  0.186
H  -0.555  1.891  1.427  0.166
H  -0.196  -1.356  -4.145  0.163
C  0.109  2.618  1.895  -0.266
C  -0.560  -0.719  -3.339  -0.244
H  4.301  0.125  -1.795  0.176
C  0.585  -2.373  0.924  -0.050
H  -0.233  -1.072  -2.361  0.177
C  3.389  0.496  -2.263  -0.266

Results
Net charge ... 0
LUMO ... 0.5 eV
Gap between HOMO and LUMO ... 10.526 eV
HOMO level ... -0.37002 Ha

=====

# 5
C6H23AlB2NO2 | the ωB97M-V functional and the def2-TZVPD basis

Each line ends with the natural charge from an NBO analysis.
Cartesian coordinates (Å):
H  -1.162  1.490  1.584  0.279
H  2.533  0.146  -4.303  0.116
H  -1.538  -0.220  0.435  0.433
H  0.903  -0.553  2.085  0.252
C  0.968  3.306  -1.968  -0.272
Al  1.613  -0.566  -1.768  1.501
C  -0.046  -0.887  1.667  -0.290
O  -2.177  -1.740  2.333  -0.435
H  0.757  -0.256  -4.320  0.080
H  1.279  4.113  -1.304  0.206
B  1.539  0.428  -4.612  -0.653
C  -3.194  -1.727  3.381  -0.278
H  0.506  1.542  1.555  0.255
H  0.080  3.740  -2.427  0.205
C  -0.444  2.378  -0.279  -0.075
H  1.814  -4.148  0.248  0.261
C  -0.334  1.322  0.896  -0.296
H  -2.814  -2.084  4.339  0.216
H  1.558  0.531  -5.686  0.260
H  1.980  -2.421  0.569  -0.002
C  -1.061  -0.981  2.823  -0.069
O  0.593  2.120  -1.231  -0.570
N  -0.543  -0.057  0.502  -0.310
H  -4.012  -2.353  3.026  0.243
B  1.833  -3.165  -0.198  -0.755
H  1.729  3.149  -2.733  0.231
H  -3.496  -0.718  3.663  0.202
H  -0.406  3.341  0.230  0.231
H  -0.570  -1.457  3.672  0.235
H  1.335  1.369  -4.124  0.016
H  -0.008  -1.928  1.346  0.302
H  2.572  -3.062  -0.978  0.033
H  0.879  -2.951  -0.655  0.018
H  -1.308  2.289  -0.938  0.217
H  -1.358  0.009  3.171  0.212

Results
⟨S²⟩ ... 0.781
Net charge ... +2
2S+1 ... 2
LUMO (alpha / beta) ... -13.0 / -13.2 eV
Gap between HOMO and LUMO (alpha / beta) ... 4.591 / 3.691 eV
HOMO level (alpha / beta) ... -0.64735 / -0.62243 Ha

=====

# 6
C6H23NO6 | the ωB97M-V functional and the def2-TZVPD basis

Each line ends with the natural charge from an NBO analysis.
Cartesian coordinates (Å):
C  -0.146  -0.014  -0.087  -0.262
C  -1.185  -3.456  -0.107  -0.433
C  -0.818  2.465  -1.701  -0.069
H  1.143  0.866  4.487  0.468
H  -1.220  -3.727  0.967  0.195
H  -0.694  1.264  1.638  0.178
H  3.209  -0.843  -2.507  0.503
O  0.356  3.281  -1.520  -0.739
C  -1.442  2.213  -0.328  -0.447
H  2.230  -0.291  -3.800  0.473
H  0.591  1.953  0.334  0.241
H  3.800  0.778  0.188  0.464
N  -0.174  -2.340  -0.173  -0.647
O  -3.750  -0.424  0.469  -0.923
H  1.611  -1.248  1.537  0.469
O  2.205  -0.930  -2.930  -0.973
H  2.065  -2.534  0.816  0.499
C  -0.799  -1.082  0.324  -0.021
H  -1.526  2.987  -2.483  0.183
H  -2.975  -0.311  0.988  0.462
H  1.160  2.705  -1.846  0.481
H  -2.367  1.645  -0.335  0.227
O  3.114  0.273  -0.312  -0.947
H  -2.135  -3.157  -0.525  0.189
H  -0.518  1.425  -2.217  0.170
C  -0.406  1.415  0.485  -0.435
O  0.894  1.791  4.221  -0.939
O  2.437  -1.667  1.233  -0.962
H  0.403  -0.090  -0.974  0.215
H  0.542  1.645  3.242  0.471
H  -1.018  -4.308  -0.744  0.209
H  0.258  -2.166  -1.028  0.377
H  2.590  -0.028  0.363  0.476
H  -1.552  3.189  0.276  0.215
H  -4.448  -0.095  0.945  0.466
H  -1.433  -1.184  1.103  0.166

Results
Net charge ... 0
LUMO ... 0.4 eV
Gap between HOMO and LUMO ... 8.863 eV
HOMO level ... -0.31265 Ha

=====

no.,largest force on an atom (eV Å⁻¹)
1,6.3
2,1.6
3,3.3
4,3.3
5,5.6
6,6.3